No. 1
{
  "formula": "C2H14O4S",
  "method": "wB97M-V/def2-TZVPD",
  "species": ["C", "C", "S", "H", "H", "H", "H", "H", "H", "O", "H", "H", "O", "H", "H", "O", "H", "H", "O", "H", "H"],
  "xyz": [[-3.29888, -4.11544, 1.71814], [-2.49627, -3.00777, 1.05495], [-3.52898, -1.80789, 0.09124], [-3.68431, -3.80391, 2.68784], [-2.65558, -4.97973, 1.86741], [-4.02378, -4.50710, 1.01045], [-1.95271, -2.36602, 1.74799], [-1.81715, -3.42886, 0.33018], [-4.69284, -2.43221, 0.30138], [1.94782, 3.70666, -3.28289], [1.31688, 3.82102, -2.56285], [1.41258, 3.54409, -4.06448], [1.24695, 5.00324, -0.08731], [1.78332, 4.65425, -0.80889], [1.71517, 4.62690, 0.66799], [2.30035, 1.86669, -1.12726], [2.33300, 0.95031, -1.43358], [3.09228, 2.27377, -1.49593], [3.71172, 0.16931, 1.49650], [4.16465, -0.59448, 1.12150], [3.12580, 0.42716, 0.76763]],
  "forces_ev_per_a": [[0.718, -0.106, -0.188], [-0.406, 0.639, -0.385], [-0.008, -0.249, 0.245], [-0.437, -0.108, -0.254], [0.300, 0.010, 0.358], [-0.568, 0.248, 0.229], [0.112, -0.391, 0.125], [0.345, -0.095, -0.079], [-0.055, 0.053, -0.050], [0.094, 0.200, 0.029], [-0.127, -0.233, -0.197], [-0.031, 0.043, 0.006], [0.433, -0.275, -0.051], [-0.087, 0.222, -0.081], [-0.275, 0.093, 0.189], [0.162, -0.429, 0.351], [-0.099, 0.287, -0.103], [-0.068, -0.019, -0.154], [-0.181, -0.185, -0.600], [0.131, -0.013, 0.256], [0.047, 0.308, 0.354]],
  "e_tot_ev": -21325.850
}

No. 2
{
  "formula": "C32H31N3O3PS2SeV",
  "method": "wB97M-V/def2-TZVPD",
  "species": ["V", "O", "C", "C", "C", "C", "C", "C", "C", "O", "N", "N", "C", "S", "C", "C", "S", "H", "H", "H", "H", "H", "H", "H", "H", "H", "Se", "C", "N", "C", "C", "C", "O", "H", "H", "H", "H", "H", "H", "H", "C", "C", "C", "C", "C", "C", "P", "C", "C", "C", "C", "C", "C", "C", "C", "C", "C", "C", "C", "H", "H", "H", "H", "H", "H", "H", "H", "H", "H", "H", "H", "H", "H", "H"],
  "xyz": [[-0.86075, 0.59565, -1.04344], [-2.51992, -3.17409, -0.32595], [-3.07518, -2.94243, 0.87745], [-3.74480, -3.99115, 1.50534], [-4.34219, -3.79675, 2.73050], [-4.28650, -2.55393, 3.35644], [-3.62674, -1.51069, 2.75271], [-3.00302, -1.68803, 1.51135], [-2.31112, -0.56275, 0.90655], [-1.76200, -0.62227, -0.27852], [-2.23672, 0.56342, 1.54830], [-1.58347, 1.53691, 0.86407], [-1.75555, 2.69450, 1.41759], [-1.00870, 4.16559, 0.87818], [-2.11480, 5.23093, 1.87433], [-2.37637, 4.53328, 3.18659], [-2.78502, 2.78314, 2.82772], [-2.12879, -2.33949, -0.64742], [-3.77824, -4.94289, 0.99793], [-4.87372, -4.61038, 3.19543], [-4.76048, -2.40952, 4.31257], [-3.57895, -0.53244, 3.20334], [-3.03755, 5.36690, 1.30848], [-1.61020, 6.18838, 2.00026], [-3.23280, 4.95794, 3.70615], [-1.50377, 4.55041, 3.84051], [-2.95155, -0.55846, -4.95480], [-1.95277, -0.30538, -3.59299], [-1.22805, -0.14846, -2.66902], [-1.07561, 3.75567, -2.71285], [0.18711, 3.07298, -2.16401], [1.15396, 2.69363, -3.29181], [-0.20275, 1.93724, -1.51788], [-0.88081, 4.78514, -2.99293], [-1.85680, 3.73403, -1.95103], [-1.42319, 3.21347, -3.59042], [0.70166, 3.73343, -1.44582], [0.65989, 1.97430, -3.94579], [2.05215, 2.23692, -2.87925], [1.43229, 3.57093, -3.86772], [4.91060, 1.53858, -1.75969], [4.33227, 1.82166, -0.53248], [3.16923, 1.18020, -0.14575], [2.58357, 0.23785, -0.98525], [3.15248, -0.02875, -2.23007], [4.31928, 0.61214, -2.60659], [1.07034, -0.64441, -0.51381], [1.32331, -2.28904, -1.24076], [0.29853, -2.93221, -1.92521], [0.49062, -4.21100, -2.42353], [1.71632, -4.83705, -2.27288], [2.75575, -4.18315, -1.62640], [2.56352, -2.91884, -1.09941], [1.24439, -0.85153, 1.29031], [1.68429, -2.02810, 1.88754], [1.85860, -2.07710, 3.26103], [1.57947, -0.97141, 4.04553], [1.13234, 0.19928, 3.45490], [0.96827, 0.26112, 2.08437], [5.81185, 2.04616, -2.06323], [4.79251, 2.53865, 0.12929], [2.72815, 1.40314, 0.81549], [2.67208, -0.73506, -2.89354], [4.76164, 0.39157, -3.56438], [-0.64061, -2.41990, -2.08843], [-0.31916, -4.71113, -2.93221], [1.86858, -5.83051, -2.66659], [3.71980, -4.66021, -1.53252], [3.37660, -2.41475, -0.59243], [1.89773, -2.90250, 1.29057], [2.21382, -2.98644, 3.71859], [1.70637, -1.02172, 5.11585], [0.91333, 1.06421, 4.06048], [0.62596, 1.17462, 1.61106]],
  "forces_ev_per_a": [[0.076, -1.362, 0.899], [0.204, 0.113, -0.299], [-0.070, 0.340, 0.356], [0.115, 0.015, -0.172], [0.064, 0.089, -0.166], [-0.006, 0.126, 0.119], [0.014, -0.163, -0.094], [-0.034, -0.477, -0.288], [-0.673, 1.250, 2.334], [-2.603, -3.682, 1.385], [-0.723, -1.240, 0.521], [0.394, 0.035, -1.178], [-0.177, -0.047, 0.338], [-0.114, -0.010, 0.182], [0.058, -0.044, -0.248], [0.028, -0.443, -0.012], [0.221, 0.503, -0.021], [-0.202, -0.484, 0.041], [-0.041, -0.092, -0.024], [-0.044, -0.136, 0.093], [-0.086, 0.027, 0.125], [-0.009, 0.029, 0.135], [0.072, 0.067, 0.042], [-0.033, -0.025, -0.006], [0.010, 0.069, 0.008], [-0.055, 0.070, -0.029], [-0.369, -0.086, -0.451], [0.152, -0.121, -0.211], [-0.047, -0.463, -1.240], [0.185, -0.320, 0.284], [0.736, 2.447, -1.442], [-0.186, -0.129, 0.456], [2.289, 4.265, -1.080], [0.082, 0.114, -0.025], [-0.011, 0.135, -0.068], [-0.079, -0.041, -0.060], [-0.190, -0.209, -0.126], [0.034, 0.003, -0.090], [0.027, 0.059, -0.057], [-0.019, 0.113, -0.028], [-0.092, -0.053, -0.043], [0.058, 0.097, -0.054], [-0.105, -0.085, 0.009], [0.030, 0.083, -0.151], [-0.093, 0.026, 0.138], [-0.020, 0.050, -0.027], [1.428, -0.654, 0.392], [-0.297, 0.143, -0.067], [-0.044, 0.133, 0.098], [-0.018, -0.058, -0.039], [-0.090, 0.067, -0.021], [0.061, 0.057, 0.088], [-0.027, 0.048, -0.017], [-0.252, 0.175, -0.181], [-0.028, -0.020, -0.099], [-0.013, -0.048, -0.006], [-0.013, 0.020, -0.021], [-0.002, 0.081, 0.027], [-0.002, -0.050, -0.132], [0.144, 0.031, -0.010], [0.040, 0.090, 0.064], [0.093, -0.004, 0.031], [0.098, -0.053, -0.076], [0.069, -0.011, -0.136], [0.058, -0.127, -0.027], [-0.055, -0.030, -0.061], [0.007, -0.073, -0.044], [0.064, -0.038, 0.038], [0.024, -0.007, -0.008], [-0.041, -0.036, 0.012], [0.016, -0.124, 0.051], [0.023, -0.007, 0.097], [-0.036, 0.106, 0.085], [0.026, -0.022, 0.185]],
  "e_tot_ev": -166288.171,
  "charge": 1,
  "multiplicity": 2
}

No. 3
{
  "formula": "C5H6NO",
  "method": "wB97M-V/def2-TZVPD",
  "species": ["O", "C", "C", "N", "C", "C", "C", "H", "H", "H", "H", "H", "H"],
  "xyz": [[-0.54524, 1.47533, 1.80342], [-1.38337, 1.15809, 1.03910], [-1.04337, -0.16451, -0.13351], [0.35686, -0.05852, -0.14097], [1.18764, -0.65061, 0.74437], [1.77588, -1.20977, -0.32391], [1.17756, -0.32392, -1.32524], [-2.32500, 1.60958, 0.97003], [-1.35355, -0.99937, 0.39898], [-1.55283, 0.05671, -1.14311], [1.13048, -0.65701, 1.78142], [1.86931, 0.48306, -1.42454], [0.70562, -0.71907, -2.24604]],
  "forces_ev_per_a": [[0.058, -0.287, -0.081], [1.926, -1.740, -1.078], [-1.432, 3.843, -0.150], [-0.435, -0.807, -1.717], [1.482, 0.406, 0.505], [-0.873, -1.865, 0.744], [0.684, 1.188, -1.647], [-1.852, 0.527, -0.325], [-0.955, -1.719, 0.593], [0.963, -0.531, 1.734], [0.086, -0.080, 1.551], [0.110, 0.751, -0.829], [0.239, 0.314, 0.701]],
  "e_tot_ev": -8806.160,
  "charge": 1
}

No. 4
{
  "formula": "C25H44IN6O8P2S2",
  "method": "wB97M-V/def2-TZVPD",
  "species": ["C", "C", "C", "C", "C", "C", "C", "C", "N", "C", "O", "O", "C", "N", "C", "C", "S", "C", "N", "N", "C", "O", "C", "C", "O", "I", "N", "C", "C", "C", "S", "P", "N", "H", "H", "H", "H", "H", "H", "H", "H", "H", "H", "H", "H", "H", "H", "H", "H", "H", "H", "H", "H", "H", "H", "H", "H", "H", "H", "H", "H", "H", "O", "P", "O", "C", "C", "O", "C", "C", "O", "C", "C", "H", "H", "H", "H", "H", "H", "H", "H", "H", "H", "H", "H", "H", "H", "H"],
  "xyz": [[6.91109, -0.50281, 2.64449], [6.59518, -0.51024, 1.10328], [7.71825, -0.59611, 0.19225], [7.44064, -0.56161, -1.24309], [6.06524, -0.47057, -1.67324], [4.91699, -0.38065, -0.77173], [5.19081, -0.39933, 0.65714], [4.13288, -0.27318, 1.78744], [2.73580, -0.18368, 1.28443], [2.29565, 1.18319, 0.87687], [2.03166, 1.23860, -0.54607], [0.83411, 1.94107, -0.64076], [1.94852, -1.22996, 1.19109], [0.62531, -0.98139, 0.72033], [-0.34010, -0.56162, 1.75557], [-1.73000, -0.06239, 1.13015], [-2.40478, 1.31078, 2.14081], [-3.77307, 0.56732, 3.06778], [-3.88209, -0.66355, 3.56448], [-5.11262, -0.74610, 4.14966], [-5.68283, 0.46154, 4.00396], [-4.87229, 1.34812, 3.32782], [0.12182, -1.91658, -0.28599], [-0.43476, -3.29031, 0.21373], [-0.90847, -3.54532, 1.26812], [-0.38487, -4.93076, -1.25009], [2.54730, -2.47171, 1.55571], [1.87789, -3.19315, 2.67079], [1.67425, -4.74019, 2.54260], [2.99432, -5.60207, 2.87822], [2.80061, -6.41275, 4.53160], [3.16734, -3.41790, 0.22574], [4.60452, -3.97794, 0.60989], [6.80050, -1.54533, 3.05789], [7.96430, -0.18753, 2.84630], [6.21910, 0.15579, 3.22309], [8.73495, -0.66009, 0.63694], [8.31145, -0.60573, -1.93738], [5.88501, -0.42949, -2.77568], [3.87177, -0.27848, -1.13093], [4.33299, 0.71476, 2.29595], [4.26016, -1.03783, 2.59612], [1.41293, 1.54863, 1.44756], [3.11347, 1.93704, 1.04557], [0.12985, 1.31784, -0.90513], [0.01576, 0.31135, 2.37468], [-0.62624, -1.34685, 2.50343], [-1.63335, 0.18491, 0.04139], [-2.44014, -0.92865, 1.25677], [-6.69705, 0.71451, 4.36381], [0.97277, -2.14754, -0.98974], [-0.66958, -1.46761, -0.95136], [0.87258, -2.74845, 2.91088], [2.49198, -3.02642, 3.60529], [1.17410, -5.07857, 1.59707], [0.95032, -5.02511, 3.35741], [3.24216, -6.32372, 2.06378], [3.81570, -4.84972, 2.98844], [2.00988, -5.51390, 5.21660], [2.38409, -4.53822, -0.13893], [3.36467, -2.52858, -0.87886], [5.30454, -3.58702, -0.03359], [-6.45221, 2.90281, -2.59194], [-5.17399, 3.38937, -3.23177], [-4.82739, 2.06997, -4.15480], [-5.58468, 1.86231, -5.34362], [-5.21385, 2.85451, -6.43137], [-4.16268, 3.08026, -1.95881], [-4.67183, 2.97867, -0.63311], [-4.96009, 1.53307, -0.27939], [-3.86453, 4.19796, -3.93987], [-3.99627, 5.62646, -4.03311], [-4.09273, 6.28277, -2.66888], [-6.65420, 1.91678, -5.11873], [-5.37078, 0.84921, -5.68663], [-5.52682, 3.86774, -6.15956], [-5.69743, 2.59502, -7.37427], [-4.13306, 2.87953, -6.58253], [-5.55370, 3.60746, -0.50557], [-3.90645, 3.37111, 0.04218], [-5.55060, 1.03143, -1.04702], [-5.49646, 1.46566, 0.66940], [-4.02699, 0.97212, -0.19018], [-4.87747, 5.86645, -4.63606], [-3.12000, 5.99819, -4.56581], [-5.00698, 5.98242, -2.14550], [-4.10163, 7.37011, -2.76426], [-3.25015, 5.98983, -2.03918]],
  "forces_ev_per_a": [[-0.166, -0.530, -0.531], [-0.053, 0.290, -0.075], [-2.637, 0.295, -0.765], [-1.046, -0.063, 2.073], [0.105, 0.152, 0.389], [2.233, -0.155, 1.423], [1.840, -0.413, -1.184], [1.071, 0.860, 0.387], [-0.006, 0.112, 0.057], [0.499, 1.162, -0.701], [0.228, -0.983, 1.484], [-1.359, 1.036, -0.473], [0.369, 0.289, 0.085], [0.174, -0.890, 0.834], [-1.758, 1.427, 1.036], [0.197, -1.685, 0.580], [-0.708, -0.288, 0.377], [0.185, -1.333, 0.275], [0.683, 2.265, -1.256], [-1.498, 2.884, -0.309], [0.972, -2.221, 0.303], [0.067, -1.555, 0.294], [0.729, -0.904, -1.031], [-0.335, -0.260, -0.121], [0.347, 0.726, -0.199], [0.031, 0.602, 0.062], [-2.094, 0.528, -1.856], [-0.794, -0.717, 1.762], [0.070, -0.879, 0.530], [-0.603, 1.994, 0.160], [-0.131, -0.117, -0.117], [4.417, -0.942, 0.124], [-1.100, 0.408, -0.810], [0.044, 0.930, -0.379], [-0.933, -0.179, -0.275], [0.655, -0.404, -0.470], [-0.852, 0.047, -0.643], [-1.131, 0.045, 0.408], [0.054, -0.063, 1.142], [0.997, -0.033, 0.008], [-0.358, -0.937, -0.460], [-0.393, 0.374, -1.086], [0.533, -0.629, -0.526], [-0.453, -1.224, 0.143], [0.651, -0.197, 0.003], [0.227, -0.954, -0.842], [0.522, 0.421, -0.804], [-0.276, 0.215, 1.064], [0.510, 0.967, -0.452], [1.030, 0.197, -0.428], [-0.925, 0.204, 0.607], [0.681, -0.315, 0.864], [0.970, -0.265, -0.569], [-0.437, -0.095, -1.005], [0.535, 0.478, 0.773], [0.471, 0.544, -0.970], [-0.168, 0.384, 1.019], [-0.413, -0.994, -0.403], [0.584, -0.310, -0.821], [-0.683, 0.948, 0.340], [-1.190, -0.068, 0.432], [-0.130, -0.115, 0.596], [-0.980, 3.533, -1.674], [4.581, -6.887, 2.356], [-0.268, 0.691, -0.133], [-0.098, -0.036, -0.348], [0.037, 0.150, 0.024], [-0.082, 0.981, -0.035], [-0.111, -0.280, 0.148], [-0.072, -0.241, -0.048], [-3.202, 1.650, -0.315], [0.173, 0.522, 0.047], [0.048, -0.076, 0.140], [0.017, -0.048, 0.030], [0.063, 0.002, 0.173], [-0.031, -0.020, -0.078], [-0.028, 0.000, 0.047], [-0.069, -0.066, 0.004], [-0.057, -0.146, -0.061], [0.098, 0.030, -0.147], [-0.117, 0.226, 0.003], [0.044, -0.004, -0.010], [-0.013, 0.040, 0.017], [0.110, 0.090, -0.065], [-0.006, -0.206, -0.017], [-0.033, 0.053, -0.026], [-0.037, -0.061, -0.019], [-0.020, 0.035, -0.088]],
  "e_tot_ev": -100293.108,
  "charge": 1
}